Density functional theory data (ωB97M-V with the def2-TZVPD basis set) for 2 unconnected molecules or ions with the total composition C3H2NO3S at a distorted geometry.

Summary:
E_HOMO ... -5.433 eV
Orbital gap ... 8.7 eV
Charge ... -1
ΔE to the lowest compared entry with this formula, charge and spin ... 69.9 kcal/mol

Each line ends with the natural charge from an NBO analysis.
CARTESIAN COORDINATES (ANGSTROEM)
1 O 3.14789 -0.65345 -0.59076  -1.053
2 O 1.59434 1.13477 -0.13424  -1.019
3 C -1.02823 0.04236 -0.91085  -0.024
4 H -0.09919 -0.33994 -1.31121  0.259
5 O 2.35604 -0.57729 1.62648  -0.998
6 N -4.13177 0.79185 0.99177  -0.312
7 H 1.08739 -1.05911 -0.31545  -0.199
8 C -3.08492 0.63876 0.53881  0.250
9 S 2.11615 -0.17965 0.25624  2.305
10 C -1.95769 0.20169 -0.15080  -0.210

Density functional theory data (ωB97M-V with the def2-TZVPD basis set) for a gas-phase ion, C3H2NO4P (charge -2) at a distorted geometry.

Summary:
E_HOMO (spin up / spin down) ... 3.092 / 0.058 eV
2S+1 ... 3
Orbital gap (spin up / spin down) ... 3.4 / 5.3 eV
Charge ... -2

Each line ends with the Mulliken spin population.
CARTESIAN COORDINATES (ANGSTROEM)
1 N -0.12288 -0.74717 0.31855  0.033
2 H 1.86744 -0.06758 0.05528  0.051
3 O -3.68730 1.07120 0.90323  0.087
4 H -1.49676 2.10402 -0.37873  0.033
5 C 0.87451 0.01756 0.09984  0.614
6 O -3.53419 -1.45921 0.52532  0.022
7 O -3.39818 0.06190 -1.45341  0.173
8 P -3.17773 -0.10168 0.02680  -0.019
9 O 0.53697 1.29733 -0.27436  0.186
10 C -0.87288 1.24937 -0.23826  0.564
11 C -1.26214 0.03371 0.12116  0.257

Density functional theory data (ωB97M-V with the def2-TZVPD basis set) for a gas-phase ion, C3H2NOS (charge -1) at a distorted geometry.

Summary:
E_HOMO ... -3.136 eV
Orbital gap ... 6.7 eV
Charge ... -1
ΔE to the lowest compared entry with this formula, charge and spin ... 34.5 kcal/mol

Each line ends with the natural charge from an NBO analysis.
CARTESIAN COORDINATES (ANGSTROEM)
1 N -0.64775 0.68764 -0.65999  -0.649
2 H -2.52460 0.03792 -0.59146  0.066
3 C 1.79145 0.44885 -0.14138  -0.067
4 H 0.43844 -0.56905 0.63556  0.308
5 C 0.54668 0.30181 -0.09272  -0.213
6 O -1.38015 -1.01297 0.61765  -0.734
7 S 3.29576 0.18921 0.37146  -0.174
8 C -1.51982 -0.08340 -0.13912  0.463